{"formula": "C17H50N2O7", "method": "ωB97M-V/def2-TZVPD", "species": ["C", "C", "C", "O", "H", "H", "H", "H", "H", "H", "H", "H", "C", "C", "C", "O", "H", "H", "H", "H", "H", "H", "H", "H", "C", "C", "C", "O", "H", "H", "H", "H", "H", "H", "H", "H", "O", "H", "H", "O", "H", "H", "C", "C", "C", "O", "C", "N", "H", "H", "H", "H", "H", "H", "H", "H", "H", "H", "H", "C", "C", "C", "O", "C", "N", "H", "H", "H", "H", "H", "H", "H", "H", "H", "H", "H"], "positions_angstrom": [[0.4314, 5.3582, -1.9298], [-0.3395, 4.3950, -1.0631], [-0.9778, 3.3034, -1.9574], [0.6771, 3.6717, -0.3665], [1.2161, 4.8186, -2.4601], [0.8638, 6.1467, -1.3138], [-0.2309, 5.9316, -2.5783], [-0.9796, 4.9192, -0.3533], [-1.4049, 2.4991, -1.3584], [-0.2843, 2.7108, -2.5541], [-1.7270, 3.7925, -2.5799], [0.3428, 3.3221, 0.4627], [0.5784, -2.2083, -5.1573], [0.9775, -0.7484, -5.3839], [1.2042, 0.1331, -4.1214], [2.2086, -0.8556, -6.1828], [1.3436, -2.6775, -4.5388], [0.4654, -2.7943, -6.0693], [-0.3919, -2.2870, -4.6669], [0.1754, -0.2751, -5.9502], [1.6199, 1.1216, -4.3171], [1.9784, -0.3120, -3.4965], [0.2924, 0.1562, -3.5245], [2.0911, -1.5268, -6.8590], [2.9219, -3.2892, -0.6885], [1.8366, -2.4621, 0.0674], [1.7849, -2.6846, 1.5703], [2.2160, -1.1359, -0.1877], [2.7849, -3.2783, -1.7698], [2.8560, -4.2980, -0.2810], [3.9043, -2.9077, -0.4101], [0.8306, -2.6254, -0.3191], [1.1243, -3.5230, 1.7912], [1.3880, -1.7872, 2.0449], [2.7789, -2.9354, 1.9405], [2.2997, -0.6480, 0.6348], [-0.8260, 0.0369, -0.3269], [-0.0199, 0.0222, -0.8429], [-0.6857, 0.7304, 0.3177], [-0.9896, 2.1782, 1.9066], [-1.8176, 2.4211, 1.4922], [-1.2026, 2.0914, 2.8357], [-5.0179, -2.4621, -1.3492], [-4.3620, -1.6324, -0.1760], [-3.0955, -2.4911, 0.2299], [-3.4962, -3.5254, 1.1235], [-2.4106, -4.3592, 1.4888], [-4.1262, -0.2271, -0.4985], [-4.9183, -3.5474, -1.3333], [-4.6271, -2.1357, -2.3130], [-6.0980, -2.3287, -1.2880], [-5.0673, -1.7063, 0.6518], [-2.4347, -1.8994, 0.8634], [-2.5376, -2.8164, -0.6482], [-2.1503, -5.1780, 0.8180], [-2.5939, -5.0399, 2.3202], [-1.5045, -3.7980, 1.7172], [-3.6963, -0.2104, -1.4122], [-3.4801, 0.3160, 0.0563], [3.4681, 0.2303, 3.8767], [2.0567, 0.7456, 3.5663], [1.7482, 2.0162, 4.3421], [0.2912, 2.1675, 4.5884], [0.0134, 3.3549, 5.2678], [1.9711, 0.9516, 2.1026], [3.3857, -0.2829, 4.8348], [4.1160, 1.1058, 3.8338], [3.8013, -0.4089, 3.0591], [1.3642, -0.0746, 3.7555], [2.1073, 2.8326, 3.7154], [2.2630, 2.1175, 5.2975], [-1.0183, 3.2662, 5.6080], [0.3130, 4.2279, 4.6881], [0.5273, 3.4432, 6.2250], [1.1217, 1.3768, 1.7592], [2.7717, 1.4717, 1.7730]], "mulliken_charge": [-1.4662, 0.5340, -0.7377, -0.5595, 0.3266, 0.3631, 0.4048, 0.3543, -0.0028, 0.1084, 0.4486, 0.2380, -1.3205, 0.5177, -0.9761, -0.5506, 0.3524, 0.4308, 0.2762, 0.1531, 0.3757, 0.2658, 0.1418, 0.3160, -1.3236, 1.0883, -1.3494, -0.4418, 0.2407, 0.4039, 0.3307, -0.1564, 0.3243, 0.3065, 0.3595, 0.2770, -0.2725, 0.1448, 0.2307, -0.5051, 0.2588, 0.1946, -1.2448, -0.0213, -0.3967, -0.0343, -0.4747, -0.5551, 0.3455, 0.3924, 0.3378, 0.3222, 0.4286, 0.4257, 0.3430, 0.3444, 0.2277, 0.2902, 0.2164, -1.5401, 0.3275, -0.8749, -0.3020, -0.8433, -0.2591, 0.3931, 0.4283, 0.3489, 0.2716, 0.3495, 0.5249, 0.2786, 0.3248, 0.3612, -0.1128, 0.2717], "charge": 1, "e_homo_ev": [-11.733, -11.732], "multiplicity": 2, "fmax_ev_per_a": 2.6, "e_lumo_ev": [-2.684, -9.039], "relative_energy_kj_mol": 0.0, "gap_ev": [9.0, 2.7], "energy_ha": -1313.45614}


{"formula": "C17H52B2CoN2O7", "method": "ωB97M-V/def2-TZVPD", "species": ["Co", "B", "H", "H", "H", "H", "B", "H", "H", "H", "H", "C", "C", "O", "O", "H", "H", "H", "H", "H", "H", "C", "O", "C", "C", "N", "C", "C", "O", "C", "H", "H", "H", "H", "H", "H", "H", "H", "H", "H", "H", "H", "H", "H", "H", "C", "O", "C", "C", "N", "C", "C", "O", "C", "H", "H", "H", "H", "H", "H", "H", "H", "H", "H", "H", "H", "H", "H", "H", "C", "C", "C", "O", "H", "H", "H", "H", "H", "H", "H", "H"], "positions_angstrom": [[2.3953, 0.2957, -0.7564], [4.2692, -0.5286, 0.1935], [3.3325, -1.1484, 0.0376], [5.2513, -1.1266, 0.2118], [4.3186, 0.1826, -0.6782], [4.2035, 0.0851, 1.1639], [0.2990, -0.1250, -0.7859], [0.9467, -0.8418, -0.1978], [0.5296, -0.0849, -1.9150], [-0.7826, -0.4743, -0.6101], [0.3907, 0.9335, -0.3320], [-1.6858, 2.4074, -3.0791], [-2.6161, 1.2999, -3.5191], [-3.0765, 1.5515, -4.8495], [-0.3177, 2.0160, -3.2743], [-1.9103, 2.5696, -2.0207], [-1.8014, 3.3330, -3.6392], [-3.5040, 1.3639, -2.8716], [-2.2186, 0.2934, -3.3774], [-3.6816, 0.8476, -5.0991], [-0.0427, 1.6038, -2.4464], [1.6408, 0.9288, 2.2793], [2.2984, 1.3529, 1.0538], [2.4647, 2.7912, 1.0560], [3.4231, 3.0641, -0.1192], [2.8094, 2.4135, -1.3271], [3.8222, 2.1968, -2.4031], [3.3715, 1.1493, -3.4340], [2.8961, 0.0383, -2.7024], [2.5240, -1.0473, -3.5487], [2.4154, 0.6045, 2.9797], [1.0876, 0.0137, 2.0870], [1.1065, 1.7509, 2.7437], [2.9201, 3.1443, 1.9833], [1.5320, 3.3559, 0.9901], [4.4078, 2.6290, 0.0431], [3.5442, 4.1209, -0.3687], [2.2903, 3.2105, -1.6811], [4.8006, 1.9959, -1.9724], [3.9447, 3.1455, -2.9391], [4.2913, 0.8875, -3.9684], [2.6817, 1.5463, -4.1813], [2.1358, -1.9275, -3.0418], [3.4223, -1.3369, -4.1003], [1.7360, -0.6810, -4.2135], [-1.5493, 1.9758, 1.4814], [-2.9238, 2.0489, 1.8454], [-3.8013, 1.2200, 1.0770], [-3.6146, -0.2377, 1.3936], [-3.8784, -0.4441, 2.7922], [-3.6091, -1.8219, 3.2541], [-3.4316, -1.7750, 4.8151], [-2.5406, -0.7202, 5.1045], [-3.1478, 0.3086, 5.8862], [-1.4351, 2.3530, 0.4610], [-1.3032, 0.9213, 1.5980], [-0.9844, 2.6266, 2.1447], [-3.5889, 1.4935, 0.0329], [-4.8056, 1.6027, 1.2586], [-2.6644, -0.5466, 0.9344], [-4.3799, -0.7264, 0.7760], [-3.1179, -0.0058, 3.3156], [-2.6981, -2.1934, 2.7674], [-4.4554, -2.4407, 2.9459], [-3.0746, -2.7379, 5.1740], [-4.4581, -1.5985, 5.1423], [-3.9254, 0.7880, 5.2843], [-2.3753, 1.0035, 6.2011], [-3.6664, -0.1225, 6.7470], [-0.8333, -3.6965, -0.9809], [0.4568, -4.2692, -0.3366], [1.1559, -5.2089, -1.3274], [1.2828, -3.2232, 0.0812], [-1.1644, -3.0005, -0.2025], [-1.5726, -4.4314, -1.2856], [-0.5914, -3.0384, -1.8206], [0.0177, -4.8483, 0.4852], [1.2880, -6.1799, -0.8339], [2.1678, -4.9443, -1.6313], [0.5734, -5.5110, -2.1990], [0.7829, -2.4200, 0.2490]], "mulliken_charge": [-0.4838, 1.0539, -0.4044, -0.1896, -0.3443, -0.3833, 3.7524, -1.1576, -0.5005, -0.6049, -0.8507, -0.0779, -0.2260, -0.5493, -0.5814, -0.0763, 0.3683, 0.2654, 0.2241, 0.3015, -0.0388, -1.1221, 0.7113, -0.5833, -1.1558, -0.0897, -1.0658, -0.6327, 0.1821, -0.9473, 0.2329, 0.1660, 0.4153, 0.4692, 0.4274, 0.3617, 0.4922, 0.3305, 0.3818, 0.4873, 0.4246, 0.4703, 0.1829, 0.3151, 0.3259, -0.1493, -0.5196, -0.4860, -0.0120, -0.3699, -0.4863, -0.6215, -0.3873, -0.7549, -0.0178, 0.1430, 0.1794, 0.1397, 0.3692, -0.3015, 0.5299, 0.2985, 0.1714, 0.3936, 0.3887, 0.3752, 0.3525, 0.2341, 0.3473, -0.8750, 0.7242, -1.4499, -0.5634, -0.1091, 0.5036, 0.1669, 0.2254, 0.3895, 0.3278, 0.3452, 0.2218], "e_homo_ev": [-8.972, -8.975], "multiplicity": 4, "fmax_ev_per_a": 3.0, "e_lumo_ev": [0.351, 0.317], "relative_energy_kj_mol": 0.0, "gap_ev": [9.3, 9.3], "energy_ha": -2747.27591}


{"formula": "C17H52FO20P5Si", "method": "ωB97M-V/def2-TZVPD", "species": ["C", "C", "F", "Si", "H", "H", "H", "H", "H", "H", "H", "C", "O", "P", "O", "O", "C", "O", "C", "H", "H", "H", "H", "H", "H", "H", "H", "H", "C", "O", "P", "O", "O", "C", "O", "C", "H", "H", "H", "H", "H", "H", "H", "H", "H", "C", "O", "P", "O", "O", "C", "O", "C", "H", "H", "H", "H", "H", "H", "H", "H", "H", "C", "O", "P", "O", "O", "C", "O", "C", "H", "H", "H", "H", "H", "H", "H", "H", "H", "C", "O", "P", "O", "O", "C", "O", "C", "H", "H", "H", "H", "H", "H", "H", "H", "H"], "positions_angstrom": [[-4.5401, -0.2507, 1.4558], [-3.1031, -0.5114, 0.9422], [-2.5563, 0.7469, 0.6167], [-3.2537, -1.5419, -0.6671], [-5.2037, -1.0724, 1.2001], [-4.8801, 0.6416, 0.9332], [-4.4933, -0.0842, 2.5288], [-2.4989, -1.0076, 1.6986], [-3.5215, -0.5548, -1.7352], [-4.3019, -2.5730, -0.5692], [-1.9448, -2.1780, -0.9170], [-0.7460, -7.6529, -4.0711], [-0.8824, -6.4664, -4.8779], [-1.9619, -5.3056, -4.2609], [-3.1939, -5.9862, -4.7852], [-1.3211, -4.2371, -5.3084], [-1.0553, -4.6104, -6.6588], [-2.7061, -4.0495, -3.4934], [-3.4108, -3.1110, -4.2998], [0.0174, -8.2791, -4.5263], [-0.4321, -7.4016, -3.0584], [-1.6909, -8.1975, -4.0418], [-1.7665, -5.3583, -7.0103], [-0.0388, -4.9854, -6.7534], [-1.1583, -3.7116, -7.2652], [-4.0002, -3.6017, -5.0734], [-2.7185, -2.4042, -4.7528], [-4.0797, -2.5591, -3.6399], [-2.4242, 6.5704, 6.0213], [-1.8402, 5.3053, 5.6484], [-2.6481, 4.4113, 4.5227], [-3.7343, 3.7947, 5.3200], [-1.3740, 3.4513, 4.2932], [-0.7693, 2.7933, 5.4088], [-3.1421, 4.2668, 2.9901], [-3.2536, 2.9381, 2.4731], [-1.7309, 7.0705, 6.6921], [-2.5813, 7.2006, 5.1469], [-3.3715, 6.4094, 6.5367], [-1.5003, 2.5659, 6.1846], [0.0296, 3.4115, 5.8150], [-0.3421, 1.8591, 5.0495], [-3.7190, 2.2704, 3.1969], [-2.2768, 2.5592, 2.1897], [-3.8784, 2.9894, 1.5837], [-1.1499, 3.1931, -0.7828], [-1.2567, 3.8584, -2.0621], [-1.8809, 2.9720, -3.2990], [-0.7303, 2.1353, -3.7143], [-2.0957, 4.2881, -4.2075], [-0.9958, 5.1602, -4.4588], [-3.1696, 2.2214, -3.9298], [-3.2568, 2.1764, -5.3534], [-0.8141, 3.9224, -0.0498], [-2.1152, 2.8024, -0.4732], [-0.4248, 2.3811, -0.8417], [-0.0535, 4.6125, -4.4824], [-0.9586, 5.9411, -3.7009], [-1.1619, 5.6179, -5.4325], [-2.2925, 1.9376, -5.7996], [-3.6276, 3.1219, -5.7438], [-3.9708, 1.3920, -5.5976], [2.7672, 4.9156, 4.2835], [3.5388, 4.9721, 5.5016], [4.5706, 3.7204, 5.7870], [3.6593, 2.6627, 6.2865], [5.3277, 4.5390, 6.9511], [4.5778, 5.0908, 8.0322], [5.9092, 2.9244, 5.3539], [6.6471, 2.2854, 6.3965], [2.2095, 5.8434, 4.1912], [3.4207, 4.8108, 3.4186], [2.0691, 4.0786, 4.3244], [3.7018, 4.4824, 8.2578], [4.2777, 6.1103, 7.7955], [5.2303, 5.1058, 8.9033], [5.9836, 1.7718, 7.0906], [7.2608, 3.0091, 6.9288], [7.2987, 1.5585, 5.9162], [5.3691, -7.6772, -1.4912], [4.4939, -6.5320, -1.5524], [3.7667, -6.2230, -2.9989], [4.8492, -5.5700, -3.7706], [2.7281, -5.1942, -2.3171], [3.2178, -4.1061, -1.5323], [2.6970, -6.6874, -4.1209], [2.0395, -5.6474, -4.8510], [5.6890, -7.7949, -0.4595], [4.8493, -8.5825, -1.8018], [6.2428, -7.5161, -2.1233], [4.1865, -3.7620, -1.8943], [3.2898, -4.4033, -0.4873], [2.4991, -3.2938, -1.6224], [2.7388, -4.8660, -5.1466], [1.2336, -5.2307, -4.2569], [1.6133, -6.0926, -5.7459]], "mulliken_charge": [-1.3194, 0.2029, -0.1706, 0.5157, 0.4265, 0.3275, 0.2699, 0.2861, -0.1699, -0.1745, -0.1641, -0.8300, -0.2418, 1.0543, -0.6403, -0.2227, -0.5616, -0.3037, -0.6165, 0.2316, 0.3223, 0.3489, 0.3425, 0.1229, 0.2656, 0.3283, 0.2531, 0.2148, -0.8098, -0.2136, 0.9505, -0.6517, -0.2089, -0.6909, -0.4201, -0.6621, 0.2251, 0.3375, 0.3293, 0.3496, 0.2313, 0.2516, 0.4175, 0.2665, 0.2509, -0.5287, -0.3822, 1.1611, -0.6619, -0.3639, -0.6805, -0.3494, -0.6226, 0.2341, 0.1951, 0.3611, 0.3429, 0.2306, 0.2422, 0.3438, 0.2468, 0.2367, -0.7282, -0.2635, 1.0664, -0.6214, -0.3139, -0.6211, -0.4201, -0.5493, 0.2348, 0.3500, 0.2891, 0.3342, 0.2217, 0.2467, 0.3002, 0.2320, 0.2442, -0.7649, -0.3048, 0.9775, -0.6383, -0.2359, -0.7139, -0.3688, -0.5960, 0.2295, 0.3157, 0.3306, 0.3325, 0.2534, 0.2634, 0.4199, 0.2733, 0.1693], "e_homo_ev": -9.797, "fmax_ev_per_a": 8.4, "e_lumo_ev": -2.059, "gap_ev": 7.7, "energy_ha": -4279.82189, "smiles": "C[C@H](F)[SiH3].COP(=O)(OC)OC.COP(=O)(OC)OC.COP(=O)(OC)OC.COP(=O)(OC)OC.COP(=O)(OC)OC"}